(1)
The following is a quantum chemistry calculation of C72H167N5O14 as an isolated structure at a distorted geometry, from the OMol25 dataset.

Each line ends with the Löwdin charge.
Atoms and positions in Å:
C -5.24443 -3.54331 29.75895  -0.0040
C -5.23576 -2.78452 28.44081  -0.3866
C -6.07993 -3.50307 27.38714  -0.0315
O -5.90239 -1.50376 28.62823  -0.1388
H -6.22242 -3.66180 30.22545  0.0580
H -4.66046 -3.01130 30.50998  0.0983
H -4.80893 -4.53257 29.61822  0.0952
H -4.20896 -2.80053 28.07542  0.1439
H -6.50177 -2.81252 26.65687  0.0195
H -6.92274 -4.04936 27.81063  0.0805
H -5.40002 -4.10157 26.78082  0.1127
H -6.79174 -1.69291 28.93625  -0.2433
C -5.16528 -0.08498 26.41030  -0.0821
C -4.13886 0.11380 27.54893  -0.2959
C -4.54103 0.88151 28.82787  -0.0363
O -3.79112 -1.24223 27.93674  -0.1050
H -5.96229 -0.81463 26.55350  0.0629
H -4.66406 -0.28710 25.46372  0.0858
H -5.67935 0.78667 26.00526  0.0269
H -3.24904 0.57759 27.12325  0.1313
H -5.37137 0.45643 29.39173  0.0344
H -5.16825 1.70188 28.47903  0.0574
H -3.74714 1.27751 29.46113  0.0883
H -4.52959 -1.69592 28.34955  -0.1085
C -4.32850 -2.96209 22.71150  -0.0085
C -5.24613 -1.83101 23.20028  -0.3625
C -5.59445 -2.03228 24.64528  -0.0943
O -4.62381 -0.56883 23.08212  -0.0039
H -3.31008 -2.88943 23.09315  0.0999
H -4.21168 -3.04606 21.63104  0.0832
H -4.83059 -3.89917 22.95207  0.0525
H -6.10446 -1.89092 22.53114  0.1201
H -6.01554 -1.12983 25.08842  0.0118
H -4.63610 -2.15178 25.15064  0.1234
H -6.08951 -2.95338 24.95284  0.0981
H -3.72959 -0.44601 23.40906  0.1735
C -5.69667 0.67680 20.80381  -0.0223
C -5.12126 1.48428 21.96216  -0.4444
C -5.37831 2.99220 21.83333  -0.0449
O -5.69534 1.07687 23.09394  -0.1249
H -5.20503 0.90529 19.85820  0.0948
H -6.78030 0.71472 20.69259  0.0296
H -5.45790 -0.36836 21.00063  0.0666
H -4.06089 1.24927 21.87000  0.1385
H -5.06604 3.42970 20.88509  0.0958
H -4.88287 3.67609 22.52248  0.0241
H -6.44266 3.22579 21.80739  0.0458
H -5.53542 0.14136 23.23829  -0.1017
C -9.22476 -3.15709 30.60950  0.0061
C -8.23220 -2.93196 29.45016  -0.3305
C -9.00110 -2.71169 28.12811  -0.1545
O -7.53942 -1.74402 29.63303  -0.0192
H -9.90090 -3.93373 30.25206  0.0884
H -9.78287 -2.24556 30.82338  0.0731
H -8.71666 -3.52709 31.50002  0.0833
H -7.56836 -3.79562 29.41139  0.1092
H -9.57625 -1.81245 28.34871  0.0779
H -9.75335 -3.49231 28.01465  0.0941
H -8.48249 -2.57611 27.17902  -0.0149
H -8.08229 -0.96020 29.74495  0.0280
C -11.65671 -4.16857 22.51785  -0.0737
C -12.38218 -3.17509 21.58966  -0.3924
C -11.53184 -2.99925 20.32562  -0.0849
O -13.71139 -3.68166 21.37973  -0.0267
H -10.72595 -3.77994 22.93105  0.0474
H -11.39188 -5.12989 22.07759  0.0936
H -12.26885 -4.27185 23.41379  0.0764
H -12.47916 -2.21207 22.09094  0.1298
H -11.54050 -3.88114 19.68507  0.1095
H -10.50373 -2.84972 20.65538  0.0267
H -11.82055 -2.11220 19.76179  0.0053
H -13.63393 -4.49965 20.88325  0.0838
C -8.25437 -3.96138 25.86251  -0.0428
C -9.13225 -4.08532 24.55992  -0.3383
C -9.83814 -5.50436 24.62968  -0.0724
O -9.96745 -2.96129 24.49510  -0.1642
H -8.04576 -2.89648 25.96535  0.0190
H -7.28023 -4.45035 25.85537  0.0878
H -8.75514 -4.37931 26.73581  0.0999
H -8.48346 -4.11188 23.68443  0.0970
H -9.18121 -6.35131 24.82772  0.0809
H -10.29369 -5.83121 23.69495  0.0498
H -10.57196 -5.48530 25.43544  0.0738
H -9.38806 -2.19891 24.42678  -0.0017
C -11.27514 -2.23169 27.15794  -0.0480
C -12.19564 -3.06075 26.28571  -0.3901
C -12.33461 -2.46499 24.93031  -0.0667
O -11.58109 -4.27877 26.01527  -0.0764
H -11.43627 -2.59954 28.17127  0.0999
H -11.57247 -1.18517 27.22495  0.0828
H -10.20656 -2.23066 26.94295  0.0344
H -13.15456 -3.22238 26.77810  0.1518
H -12.44010 -3.16622 24.10251  0.0567
H -11.47922 -1.82254 24.72130  0.0751
H -13.22987 -1.84323 24.93347  0.0476
H -10.91562 -4.01552 25.37537  0.0094
C -8.19859 1.02768 31.32251  -0.0033
C -8.48716 0.71175 29.92178  -0.4310
C -7.28052 0.32401 29.07765  -0.0728
O -9.45362 -0.33841 29.80246  -0.0556
H -9.12606 0.96685 31.89193  0.0970
H -7.77482 2.03001 31.26060  0.1064
H -7.44432 0.28858 31.59255  0.1082
H -8.90328 1.56520 29.38646  0.1477
H -6.69048 -0.35975 29.68793  0.0984
H -6.58588 1.15935 28.98943  0.0832
H -7.44332 -0.15170 28.11055  0.0509
H -10.12788 -0.00461 30.39875  0.1183
C -8.80563 1.85441 18.93675  0.0037
C -10.14016 2.68880 19.14175  -0.4405
C -10.88716 2.89057 17.76967  -0.1190
C -11.87064 1.81276 17.44198  -0.2175
C -12.72431 1.50564 18.64096  -0.1411
C -12.01406 0.99092 19.89075  -0.3332
N -10.98712 2.06422 20.18461  -0.0761
O -10.27977 1.94983 21.34900  -0.1344
C -12.95951 0.97058 21.17472  -0.0357
C -11.35202 -0.44921 19.72682  0.0032
C -9.75161 4.03001 19.60760  -0.0525
H -9.05538 0.82781 18.66874  0.0761
H -8.11409 1.68989 19.76306  0.0454
H -8.24022 2.28683 18.11127  0.0863
H -11.44863 3.82472 17.75510  0.1212
H -10.16823 2.84161 16.95183  0.1188
H -11.41624 0.89112 17.07840  0.1041
H -12.46430 2.08345 16.56881  0.1166
H -13.47305 0.76976 18.34772  0.1278
H -13.15691 2.48021 18.86715  0.1257
H -13.23320 1.96138 21.53738  0.1092
H -13.74670 0.21954 21.24088  0.1281
H -12.25909 0.48912 21.85715  0.0644
H -11.11913 -0.58312 18.67044  0.1060
H -10.42922 -0.38523 20.30341  0.0625
H -11.96712 -1.26182 20.11335  0.0228
H -10.63560 4.59884 19.89586  0.1000
H -9.25776 4.60854 18.82688  0.1001
H -9.05254 4.22847 20.42001  0.0595
H -10.68424 2.68345 21.81783  0.0670
C -10.09539 -1.83575 22.28156  -0.1070
C -9.40162 -0.57527 22.90245  -0.2621
C -10.61637 0.34182 23.34957  -0.1572
C -10.11008 1.38594 24.31048  -0.1543
C -9.61139 0.67439 25.55396  -0.0300
C -8.30052 -0.15828 25.29268  -0.2735
N -8.62818 -0.99957 24.10218  -0.0277
O -7.62961 -1.99986 23.85745  -0.0720
C -7.07932 0.71300 25.09278  -0.1259
C -8.03616 -1.11741 26.48333  -0.0575
C -8.52063 0.08426 21.79491  0.0038
H -9.40832 -2.67425 22.16772  -0.0125
H -10.46062 -1.64171 21.27306  0.0395
H -10.88700 -2.24009 22.91241  0.0569
H -11.06562 0.85652 22.50024  0.0768
H -11.29976 -0.36182 23.82494  0.1126
H -10.98085 1.97534 24.59765  0.0338
H -9.46474 2.11618 23.82223  0.0790
H -10.43347 0.15388 26.04525  0.0989
H -9.47051 1.48147 26.27291  0.1274
H -6.31440 -0.04040 24.90467  0.0311
H -6.90629 1.28532 24.18140  0.0557
H -6.85606 1.26201 26.00757  0.0432
H -8.87165 -1.79197 26.67047  0.0273
H -7.15297 -1.74120 26.34559  0.0454
H -7.83787 -0.59801 27.42088  0.0542
H -7.71999 -0.61915 21.56624  0.0787
H -8.22564 1.08672 22.10497  0.0808
H -9.00223 0.24038 20.82962  0.0516
H -6.96739 -1.53412 23.34154  0.0328
C -13.53485 3.79001 26.24082  -0.0022
C -14.22894 3.52856 24.80950  -0.4209
C -13.21414 3.74653 23.66375  -0.1154
C -12.24628 2.59853 23.57509  -0.1760
C -12.92992 1.21448 23.50078  -0.1676
C -13.94192 0.94525 24.62487  -0.3794
N -14.84310 2.14412 24.76440  -0.0892
O -15.87825 1.98848 25.72142  -0.0286
C -14.88343 -0.24820 24.13726  0.0144
C -13.19035 0.52934 25.91971  -0.0107
C -15.30899 4.60237 24.53059  -0.0573
H -14.17489 3.31954 26.98722  0.0731
H -13.62436 4.85081 26.47487  0.0737
H -12.52488 3.38041 26.22393  0.0571
H -13.75797 3.93374 22.73784  0.1185
H -12.67553 4.68480 23.79650  0.1162
H -11.56442 2.63451 24.42472  0.0530
H -11.53204 2.73591 22.76325  0.0935
H -11.98513 0.67092 23.50062  0.0118
H -13.38762 1.28419 22.51400  0.0039
H -15.81544 -0.27167 24.70200  0.0711
H -15.14720 -0.19663 23.08092  0.0789
H -14.32787 -1.17437 24.28438  0.0444
H -12.55891 1.34811 26.26467  0.0690
H -13.84214 0.30819 26.76491  0.0958
H -12.64437 -0.38623 25.69228  0.0289
H -15.94495 4.81831 25.38908  0.0738
H -16.12579 4.27892 23.88536  0.0777
H -14.99167 5.52350 24.04180  0.0799
H -16.60519 1.49609 25.33322  0.0872
C -7.79220 6.82930 23.19462  -0.0079
C -8.60599 5.74460 23.94635  -0.4592
C -9.21294 4.67295 23.05380  -0.1318
C -8.41134 3.46912 22.66010  -0.1818
C -7.65975 2.91300 23.92085  -0.1383
C -6.89400 3.96172 24.77122  -0.3759
N -7.82139 5.06053 25.00201  -0.0854
O -7.19844 5.98438 25.87228  -0.0203
C -6.54792 3.15070 26.02958  -0.0200
C -5.55452 4.45513 24.07497  -0.0266
C -9.83854 6.36387 24.65469  -0.0317
H -6.79308 6.50936 22.89880  0.0691
H -7.55610 7.63497 23.88979  0.0758
H -8.33801 7.39719 22.44116  0.0848
H -10.09619 4.16189 23.43692  0.1037
H -9.48628 5.17997 22.12843  0.1114
H -7.68851 3.85013 21.93868  0.0873
H -8.97839 2.73584 22.08664  0.0702
H -6.92299 2.25128 23.46541  0.0662
H -8.45281 2.43838 24.49869  0.0771
H -7.29064 2.46942 26.44470  0.0761
H -5.63504 2.57967 25.86033  0.0973
H -6.31444 3.82717 26.85176  0.0892
H -4.66472 3.82811 24.01833  0.0850
H -5.71629 4.76627 23.04293  0.0494
H -5.17593 5.33481 24.59550  0.0878
H -10.52696 6.87317 23.98030  0.0866
H -9.49949 7.15244 25.32646  0.0736
H -10.32156 5.61720 25.28501  0.0803
H -7.45847 5.67991 26.74479  0.0968
C -6.57685 -3.25098 19.82371  -0.0204
C -7.51678 -4.27281 20.45662  -0.4253
C -8.14097 -4.93347 19.20025  -0.1261
C -8.89100 -6.22352 19.56583  -0.1821
C -7.91599 -7.14500 20.26548  -0.1292
C -7.38426 -6.56714 21.64610  -0.4324
N -6.80932 -5.28228 21.25850  -0.0946
O -6.05303 -4.71973 22.26024  -0.0586
C -8.52187 -6.55716 22.76214  -0.0299
C -6.23867 -7.46664 22.12340  -0.0395
C -8.60751 -3.54180 21.26053  -0.0737
H -5.77526 -3.78123 19.30954  0.0934
H -5.96112 -2.70476 20.53829  0.0452
H -7.07870 -2.54593 19.16103  0.0999
H -8.90874 -4.26065 18.81821  0.1131
H -7.47335 -5.03817 18.34502  0.1201
H -9.09139 -6.71567 18.61412  0.1115
H -9.84257 -6.04047 20.06493  0.0996
H -7.11013 -7.44580 19.59601  0.1174
H -8.50624 -8.05867 20.33564  0.1165
H -8.30671 -5.78826 23.50417  0.0423
H -9.45195 -6.38144 22.22162  0.0687
H -8.59903 -7.48343 23.33151  0.0986
H -5.79165 -7.14465 23.06393  0.0828
H -6.73685 -8.38266 22.44095  0.0807
H -5.52950 -7.68795 21.32579  0.0862
H -9.52250 -4.13029 21.32815  0.0891
H -8.93988 -2.68493 20.67452  0.0958
H -8.26104 -3.10870 22.19887  0.0823
H -5.16685 -5.01288 22.03586  0.0951

Output
**DFT total energy**: -113425.549 eV
**Energy above the lowest of the compared OMol25 structures with the same formula, charge and spin**: 1332.5 kcal/mol
**HOMO energy**: -7.8580 eV
**Orbital gap**: 0.29875 hartree
**Net charge**: 0

---

(2)
The following is a quantum chemistry calculation of C24H57AsN10SZr as an isolated structure at a distorted geometry, from the OMol25 dataset.

Each line ends with the Löwdin charge.
Atoms and positions in Å:
Zr 0.11620 0.26581 0.19681  1.7206
C 0.17851 -1.04031 -4.51415  0.0105
N -0.02031 -1.41035 -3.10049  -0.1165
C -1.38979 -1.26548 -2.62392  -0.0211
C 0.98963 -1.70338 -2.27825  -0.3812
N 0.88171 -1.38550 -0.94235  -0.1011
C 1.65598 -2.25087 0.00226  -0.1807
C 0.91609 -2.39229 1.32215  -0.1042
N 0.47738 -1.05677 1.86037  -0.2928
C 1.52224 -0.40593 2.73450  -0.1368
C 2.64550 0.21900 1.90891  -0.1606
N 2.06043 1.00131 0.78398  -0.1302
C 2.62748 2.13637 0.31193  -0.3856
N 2.19834 2.57789 -0.91229  -0.1362
C 1.89196 4.00204 -1.13510  0.0052
C 1.61406 1.66892 -1.85849  -0.0591
N 3.58610 2.83480 0.90795  -0.0953
C 3.69267 3.01594 2.36488  -0.0038
C 4.60598 3.58278 0.14391  0.0101
C -0.87422 -1.13199 2.52935  -0.1427
C -1.99841 -1.30230 1.50929  -0.1916
N -1.96692 -0.26906 0.42594  -0.1188
C -3.18464 0.16786 -0.02541  -0.3662
N -3.25043 1.22515 -0.84703  -0.1181
C -2.20368 2.21631 -0.99036  -0.0810
C -4.39127 1.43921 -1.75876  0.0083
N -4.32780 -0.47694 0.27109  -0.1388
C -4.47515 -1.93451 0.14037  -0.0046
C -5.57306 0.23427 0.60696  -0.0047
N 2.06825 -2.32794 -2.75678  -0.1179
C 3.43600 -2.02645 -2.31489  -0.0045
C 1.98826 -3.32341 -3.84377  0.0099
H -0.06956 0.01536 -4.64262  0.1038
H -0.47939 -1.62978 -5.15060  0.1157
H 1.20349 -1.19592 -4.82556  0.0883
H -2.07001 -1.63546 -3.38992  0.1174
H -1.65101 -0.21408 -2.44649  0.0711
H -1.54024 -1.84241 -1.71754  0.0777
H 2.65080 -1.85378 0.17236  0.0880
H 1.78067 -3.24897 -0.41560  0.1473
H 1.55849 -2.89477 2.04459  0.1536
H 0.03318 -3.00801 1.17172  0.1299
H 1.92940 -1.13110 3.43882  0.1533
H 1.02668 0.38429 3.28999  0.0819
H 3.32535 -0.53628 1.51907  0.1230
H 3.23076 0.81702 2.59111  0.0963
H 2.33774 4.61049 -0.35748  0.0923
H 0.81108 4.15456 -1.11344  0.0928
H 2.28194 4.32557 -2.09895  0.1159
H 2.17761 0.74309 -1.90860  0.0850
H 1.59893 2.12708 -2.84571  0.1316
H 0.52754 1.43863 -1.67379  0.0329
H 2.73261 2.83410 2.84082  0.0779
H 3.96980 4.05414 2.54033  0.1141
H 4.47281 2.39112 2.79994  0.1110
H 4.56957 3.31925 -0.90770  0.1037
H 5.58154 3.31129 0.54360  0.1166
H 4.47216 4.65739 0.26301  0.1068
H -1.02217 -0.20643 3.07813  0.0917
H -0.89620 -1.96499 3.23356  0.1586
H -2.93166 -1.23177 2.06384  0.1339
H -1.96239 -2.30121 1.07828  0.1077
H -1.46818 2.16508 -0.18417  -0.0543
H -2.62283 3.22065 -0.90623  0.1173
H -1.73886 2.14629 -1.97876  0.0942
H -4.86495 0.49114 -1.99311  0.1072
H -4.00474 1.87088 -2.68082  0.1084
H -5.12880 2.12350 -1.34468  0.1060
H -3.58554 -2.37547 -0.29852  0.0826
H -5.31017 -2.13220 -0.53194  0.1156
H -4.69075 -2.40742 1.09884  0.1107
H -5.37358 1.28770 0.77857  0.0865
H -5.96605 -0.19418 1.52867  0.1132
H -6.32792 0.12262 -0.17048  0.1075
H 3.44977 -1.15604 -1.66445  0.0765
H 4.03607 -1.80081 -3.19561  0.1165
H 3.88692 -2.87753 -1.80459  0.1137
H 0.95578 -3.60667 -4.02420  0.1074
H 2.54327 -4.20430 -3.52463  0.1151
H 2.43994 -2.95110 -4.76211  0.1067
C -1.49171 5.52264 2.10653  -0.2185
As -1.65358 3.82155 2.94972  0.7923
C -3.48518 3.29201 2.90578  -0.2254
C -1.13526 3.99495 4.77482  -0.2156
S -0.33628 2.39090 1.99580  0.2468
H -2.18192 6.20176 2.61081  0.0699
H -1.75532 5.44564 1.05522  0.0425
H -0.47362 5.88518 2.22362  0.0556
H -4.06185 4.04104 3.45095  0.0686
H -3.59023 2.32657 3.39487  0.0500
H -3.83169 3.24707 1.87582  0.0302
H -1.78433 4.74952 5.22227  0.0708
H -0.09966 4.31855 4.83332  0.0556
H -1.27037 3.04475 5.28495  0.0561

Output
**DFT total energy**: -113633.457 eV
**Energy above the lowest of the compared OMol25 structures with the same formula, charge and spin**: 15.9 kcal/mol
**HOMO energy**: -19.6312 eV
**Orbital gap**: 0.28202 hartree
**Net charge**: +4

---

| no. | molar mass (g/mol) |
| --- | --- |
| 1 | 1327.149 |
| 2 | 684.003 |